Density functional theory data (wB97M-V/def2-TZVPD) for a cluster of 2 separate species, C4H12NO2 in total.

The orbital gap is 5.3 eV. The calculation puts the HOMO energy at -2.5 eV. The calculation puts the total energy at -364.81598 Eh.

ORCA input file:
```
! wB97M-V def2-TZVPD RIJCOSX def2/J DEFGRID3
* xyz -1 1
C 2.287 1.201 0.353
C 0.992 0.384 0.203
C 1.313 -1.069 -0.226
N 0.059 1.083 -0.662
C 0.291 0.883 -2.170
O -0.379 -0.114 -2.704
H 2.933 1.023 -0.503
H 2.821 0.814 1.227
H 2.050 2.259 0.507
H 0.523 0.362 1.195
H 0.796 -1.762 0.427
H 2.379 -1.284 -0.179
H 1.027 -1.215 -1.263
H -0.873 0.730 -0.500
H 1.406 0.814 -2.221
H 0.087 1.905 -2.588
H -5.647 -1.932 2.301
H -5.787 -1.923 3.798
O -6.281 -2.158 3.004
*
```